No. 1
The following is a DFT calculation (ωB97M-V with the def2-TZVPD basis set) of a structure of composition C10H33BO15Zr.

```
! wB97M-V def2-TZVPD RIJCOSX def2/J DEFGRID3
* xyz 2 1
Zr 31.002 12.071 15.809
C 32.258 16.135 15.230
C 31.934 14.626 15.487
O 31.905 13.805 14.632
O 31.731 14.072 16.555
H 32.212 16.751 16.129
H 31.508 16.554 14.560
H 33.224 16.152 14.725
B 33.047 10.969 15.376
H 32.332 11.054 14.573
H 33.070 11.879 15.956
H 32.717 10.184 16.039
H 34.001 10.687 14.957
C 33.584 11.779 11.626
C 33.030 12.967 10.904
C 33.197 14.259 11.713
O 33.745 15.135 10.782
C 34.177 14.418 9.645
O 34.607 14.936 8.639
O 33.868 13.130 9.804
H 33.116 11.520 12.575
H 34.633 11.835 11.916
H 33.396 10.857 11.076
H 32.014 12.931 10.510
H 33.815 14.108 12.598
H 32.266 14.676 12.099
C 34.868 6.818 10.233
C 34.959 8.093 11.128
C 35.205 7.855 12.668
O 36.426 8.570 12.942
C 36.943 9.162 11.890
O 37.962 9.789 11.837
O 36.157 8.871 10.796
H 34.675 7.148 9.212
H 34.074 6.087 10.383
H 35.807 6.274 10.125
H 34.057 8.704 11.115
H 35.323 6.785 12.842
H 34.351 8.293 13.184
O 31.606 11.357 17.757
H 31.050 10.892 18.383
H 32.419 11.522 18.235
O 30.305 9.905 15.824
H 30.718 9.209 16.334
H 29.868 9.450 15.105
O 34.478 8.761 16.754
H 34.124 9.404 16.139
H 34.701 9.271 17.532
O 35.517 12.710 14.594
H 36.132 12.098 14.999
H 34.653 12.381 14.841
O 30.001 11.795 13.887
H 29.629 10.930 13.720
H 29.635 12.351 13.199
O 31.349 8.154 17.496
H 31.583 8.381 18.396
H 31.425 7.201 17.461
O 33.873 12.236 18.714
H 33.882 12.767 19.510
H 34.774 11.926 18.622
*
```

Calculated values
**Largest force on an atom**: 9.74 eV Å⁻¹
**Gap between HOMO and LUMO**: 0.193 Eh

---

No. 2
The following is a DFT calculation (ωB97M-V with the def2-TZVPD basis set) of a cluster of 9 separate species, C10H34BBrN20O11 in total.

```
! wB97M-V def2-TZVPD RIJCOSX def2/J DEFGRID3
* xyz 0 1
O 0.668 -3.604 1.168
B 0.352 -2.272 1.067
O 1.216 -1.388 0.515
O -0.892 -1.827 1.587
C -1.916 -1.965 0.740
N -2.752 -2.985 0.874
N -3.707 -3.081 -0.012
C -3.764 -2.149 -0.964
Br -5.123 -2.293 -2.228
N -2.924 -1.125 -1.092
N -1.972 -1.040 -0.199
H 0.645 -4.059 0.320
H 0.789 -0.683 -0.001
C -8.406 -1.532 -4.403
O -7.330 -1.942 -3.997
N -9.572 -2.219 -4.169
N -8.540 -0.392 -5.125
H -10.471 -1.897 -4.474
H -9.508 -3.059 -3.625
H -7.706 0.116 -5.352
H -9.415 -0.072 -5.495
C 0.620 2.758 1.830
O 0.943 3.848 2.287
N -0.020 2.639 0.636
N 0.888 1.592 2.491
H -0.266 1.763 0.210
H -0.220 3.488 0.143
H 1.351 1.659 3.376
H 0.639 0.687 2.137
C 0.532 1.404 -2.675
O 0.628 0.762 -1.638
N 1.318 2.490 -2.919
N -0.371 1.082 -3.642
H 1.261 3.037 -3.757
H 1.985 2.741 -2.213
H -0.975 0.299 -3.467
H -0.473 1.597 -4.496
C 4.352 6.181 1.752
O 4.748 7.110 1.064
N 3.058 5.758 1.754
N 5.194 5.482 2.577
H 2.698 4.992 2.297
H 2.413 6.250 1.165
H 6.156 5.769 2.609
H 4.895 4.715 3.147
C -2.544 -4.987 4.395
O -3.586 -4.375 4.541
N -1.848 -4.996 3.221
N -1.986 -5.721 5.414
H -0.987 -5.492 3.097
H -2.221 -4.465 2.451
H -2.475 -5.732 6.288
H -1.131 -6.234 5.321
C 8.813 4.043 2.803
O 8.751 5.061 3.467
N 9.159 2.831 3.345
N 8.536 4.023 1.465
H 9.229 1.983 2.813
H 9.396 2.812 4.321
H 8.281 4.894 1.036
H 8.576 3.195 0.902
C -8.899 -2.091 -8.609
O -8.973 -0.905 -8.337
N -8.940 -3.069 -7.653
N -8.764 -2.535 -9.896
H -8.869 -4.046 -7.861
H -9.013 -2.780 -6.694
H -8.731 -1.841 -10.618
H -8.698 -3.504 -10.143
C 8.715 -0.515 5.476
O 9.849 -0.325 5.070
N 7.679 0.295 5.101
N 8.398 -1.538 6.324
H 6.730 0.181 5.402
H 7.910 1.044 4.475
H 9.145 -2.141 6.612
H 7.472 -1.705 6.667
*
```

Calculated values
**Largest force on an atom**: 0.74 eV Å⁻¹
**Gap between HOMO and LUMO**: 0.287 Eh

---

No. 3
The following is a DFT calculation (ωB97M-V with the def2-TZVPD basis set) of a structure of composition C10H34BO10.

```
! wB97M-V def2-TZVPD RIJCOSX def2/J DEFGRID3
* xyz -1 1
B -0.199 0.331 0.021
H -0.196 0.127 1.080
H 0.814 0.217 -0.333
H -0.814 -0.399 -0.482
H -0.629 1.298 -0.191
C -3.220 0.180 0.618
C -2.470 0.110 1.971
O -2.532 -1.269 2.392
O -2.490 -0.274 -0.497
H -3.444 1.239 0.498
H -4.166 -0.358 0.674
H -2.825 0.786 2.750
H -1.421 0.344 1.789
H -2.065 -1.745 1.701
H -1.640 0.163 -0.581
C 0.581 3.010 0.548
C 1.096 2.254 1.713
O 0.107 1.304 2.167
O 0.816 2.138 -0.584
H 1.148 3.936 0.452
H -0.495 3.184 0.568
H 1.298 2.911 2.559
H 2.053 1.765 1.530
H -0.197 0.776 1.425
H 0.400 1.279 -0.482
C -0.118 -2.563 1.187
C 0.302 -2.617 -0.277
O 0.944 -1.397 -0.747
O -1.102 -1.498 1.413
H 0.643 -2.381 1.945
H -0.658 -3.475 1.443
H -0.578 -2.877 -0.865
H 1.059 -3.386 -0.431
H 0.346 -0.653 -0.850
H -0.839 -0.700 0.949
C 2.746 -0.813 0.230
C 3.272 0.265 -0.718
O 4.597 0.054 -1.148
O 3.420 -0.770 1.441
H 2.877 -1.792 -0.231
H 1.692 -0.618 0.429
H 3.166 1.279 -0.333
H 2.640 0.338 -1.603
H 4.881 0.801 -1.680
H 3.566 0.087 1.849
C -0.866 0.667 -2.629
C -1.120 -0.798 -2.564
O -2.521 -1.036 -2.660
O -1.395 1.358 -1.558
H -1.278 0.996 -3.583
H 0.221 0.741 -2.641
H -0.869 -1.317 -1.640
H -0.777 -1.380 -3.420
H -2.820 -0.759 -1.791
H -0.943 0.938 -0.822
*
```

Calculated values
**Largest force on an atom**: 17.63 eV Å⁻¹
**Energy relative to the best compared isomer or geometry (same formula, charge and spin)**: 2739.34 kJ/mol
**Gap between HOMO and LUMO**: 0.272 Eh

---

No. 4
The following is a DFT calculation (ωB97M-V with the def2-TZVPD basis set) of a cluster of 7 separate species, C10H34NO7 in total.

```
! wB97M-V def2-TZVPD RIJCOSX def2/J DEFGRID3
* xyz 0 2
C 2.280 -0.744 -0.690
C 2.282 0.440 0.258
O 2.225 -0.025 1.594
H 3.102 -1.446 -0.825
H 2.162 -0.316 -1.685
H 1.335 -1.269 -0.549
H 1.430 1.063 -0.011
H 3.201 1.006 0.106
C -0.543 -0.791 -4.604
C 0.435 -1.598 -3.856
O 1.479 -1.989 -4.704
H -0.751 -1.095 -5.630
H -0.152 0.225 -4.648
H -1.511 -0.838 -4.104
H 0.020 -2.468 -3.346
H 0.847 -1.013 -3.034
H 2.255 -2.056 -4.144
C -1.071 3.879 2.516
C -0.057 3.059 1.686
O 0.063 1.829 2.342
H -2.006 3.724 1.978
H -0.855 4.947 2.535
H -1.159 3.567 3.557
H 0.900 3.559 1.839
H -0.266 3.113 0.618
H 0.770 1.383 1.871
C -2.456 -2.406 2.138
C -1.195 -1.713 1.598
C -1.592 -0.615 0.681
O -2.505 -1.131 -0.312
C -3.333 -0.181 -0.847
N -0.529 -1.121 2.762
H -3.050 -1.937 2.923
H -2.221 -3.333 2.661
H -3.146 -2.693 1.345
H -0.558 -2.398 1.040
H -0.752 -0.248 0.091
H -2.174 0.177 1.153
H -2.797 0.473 -1.535
H -3.913 0.372 -0.108
H -4.138 -0.652 -1.411
H -1.152 -0.425 3.147
H 0.217 -0.514 2.453
O 3.403 -3.339 0.775
H 2.968 -4.181 0.636
H 3.021 -2.760 0.116
O -0.931 2.045 -2.318
H -1.244 2.659 -2.983
H -0.059 2.364 -2.087
O 3.978 1.572 3.309
H 4.610 2.078 2.799
H 3.134 1.761 2.900
*
```

Calculated values
**Largest force on an atom**: 3.29 eV Å⁻¹
**Energy relative to the best compared isomer or geometry (same formula, charge and spin)**: 0.00 kJ/mol
**Gap between HOMO and LUMO (spin up / spin down)**: 0.329 / 0.243 Eh